Entry 1:
Density functional theory data (wB97M-V/def2-TZVPD) for 5 unconnected molecules or ions with the total composition C24H39BO18 in a non-equilibrium geometry.

Values from the calculation:
Lowest unoccupied orbital energy (Ha): 0.013
SMILES string: CCCC[C@@]1(C)OC(=O)O[C@@]1(CCCCO)B(O)O.O=C1OCCO1.O=C1OCCO1.O=C1OCCO1.O=C1OCCO1
Total energy (eV): -63051.3362
Charge: 0
Orbital gap (eV): 10.191

Each line ends with the Mulliken charge.
CARTESIAN COORDINATES (ANGSTROEM)
C: -2.19 -0.16 2.56  -1.048
C: -1.34 0.94 1.72  0.519
C: -0.97 0.26 0.31  -0.787
C: 0.36 0.85 -0.37  -1.166
C: 1.29 -0.27 -1.08  1.634
C: 0.55 -1.46 -1.87  -1.106
O: 2.09 0.35 -2.17  -0.466
C: 3.18 -0.59 -2.30  0.460
O: 3.96 -0.76 -3.25  -0.603
O: 3.28 -1.46 -1.13  -0.528
C: 2.56 -0.64 -0.14  -0.335
C: 2.10 -1.40 1.20  -0.499
C: 2.05 -0.47 2.51  0.010
C: 3.40 -0.62 3.40  -0.289
C: 3.13 -1.13 4.88  -0.378
O: 3.58 -0.16 5.90  -0.561
B: 3.67 0.57 0.08  1.048
O: 5.04 0.13 0.30  -0.661
O: 3.36 1.97 0.02  -0.663
H: -2.95 0.34 3.26  0.238
H: -1.51 -0.89 3.13  0.245
H: -2.77 -0.79 1.80  0.243
H: -0.41 1.29 2.27  0.308
H: -2.00 1.87 1.56  -0.365
H: -1.87 0.46 -0.38  0.297
H: -0.95 -0.87 0.47  0.460
H: 0.91 1.46 0.42  0.411
H: 0.02 1.61 -1.17  0.461
H: 1.02 -2.48 -1.75  0.302
H: -0.56 -1.57 -1.65  0.437
H: 0.62 -1.19 -2.99  0.011
H: 2.89 -2.22 1.38  0.026
H: 1.08 -1.91 1.10  0.455
H: 1.77 0.62 2.30  0.074
H: 1.21 -0.88 3.18  0.027
H: 3.88 0.42 3.48  0.364
H: 4.18 -1.26 2.84  0.069
H: 3.77 -2.06 5.07  0.343
H: 2.02 -1.32 5.11  0.140
H: 3.85 -0.73 6.65  0.355
H: 5.00 -0.78 0.67  0.351
H: 4.19 2.41 -0.29  0.284
C: 4.31 -5.73 1.46  -0.332
C: 3.29 -6.53 2.21  -0.329
O: 3.13 -5.80 3.42  -0.336
C: 3.50 -4.52 3.17  0.555
O: 3.34 -3.61 3.92  -0.460
O: 4.09 -4.41 1.94  -0.310
H: 4.17 -5.77 0.38  0.301
H: 5.33 -6.03 1.70  0.249
H: 2.32 -6.57 1.69  0.270
H: 3.62 -7.55 2.40  0.305
C: -6.49 2.83 1.71  -0.315
C: -5.74 1.66 2.28  -0.430
O: -4.40 1.93 1.92  -0.137
C: -4.30 3.28 1.72  0.621
O: -3.27 3.87 1.57  -0.563
O: -5.52 3.87 1.73  -0.353
H: -7.37 3.09 2.30  0.317
H: -6.80 2.65 0.67  0.175
H: -5.81 1.61 3.37  0.299
H: -6.07 0.71 1.86  0.353
C: -4.38 5.62 -2.59  -0.368
C: -4.92 5.92 -1.23  -0.131
O: -6.12 5.15 -1.18  -0.306
C: -5.97 4.14 -2.08  0.692
O: -6.72 3.21 -2.17  -0.549
O: -4.86 4.31 -2.85  -0.329
H: -3.28 5.64 -2.62  0.310
H: -4.76 6.30 -3.36  0.269
H: -4.25 5.58 -0.43  0.108
H: -5.13 6.98 -1.09  0.312
C: 1.33 -0.59 -7.52  -0.348
C: 0.78 -0.30 -6.15  -0.046
O: -0.42 -1.06 -6.12  -0.324
C: -0.28 -2.07 -7.02  0.657
O: -1.03 -3.00 -7.12  -0.536
O: 0.83 -1.90 -7.79  -0.324
H: 2.42 -0.58 -7.54  0.300
H: 0.94 0.09 -8.28  0.248
H: 1.44 -0.64 -5.35  0.015
H: 0.57 0.76 -6.01  0.353



Entry 2:
Density functional theory data (wB97M-V/def2-TZVPD) for 2 unconnected molecules or ions with the total composition C4H10N2O in a non-equilibrium geometry.

Values from the calculation:
Lowest unoccupied orbital energy (Ha): 0.033
ΔE to the lowest compared entry with this formula, charge and spin (kJ/mol): 383.52
SMILES string: [H]/N=C(\C)NO.C=C
Total energy (eV): -9335.0126
Charge: 0
Orbital gap (eV): 9.277

Each line ends with the Mulliken charge.
CARTESIAN COORDINATES (ANGSTROEM)
C: 0.67 0.60 1.67  -1.003
N: -0.39 -0.88 0.07  0.043
C: -0.09 -0.66 1.38  0.638
O: -1.00 -2.11 -0.21  -0.510
N: -0.58 -1.48 2.24  -0.826
H: -1.20 -2.45 0.69  0.407
H: 0.18 -0.46 -0.77  0.200
H: -0.41 -1.23 3.20  0.203
H: 1.47 0.39 2.38  0.344
H: 0.01 1.34 2.11  0.247
H: 1.11 1.02 0.76  0.269
C: -0.53 1.27 -2.07  -0.224
C: 0.62 0.66 -2.37  -0.857
H: 1.55 1.21 -2.35  0.261
H: -1.48 0.78 -2.20  0.247
H: -0.57 2.19 -1.51  0.252
H: 0.64 -0.20 -3.02  0.311



Entry 3:
Density functional theory data (wB97M-V/def2-TZVPD) for a molecular structure, C6H6N in a non-equilibrium geometry.

Values from the calculation:
Lowest unoccupied orbital energy (Ha): -0.164
ΔE to the lowest compared entry with this formula, charge and spin (kJ/mol): 485.25
Total energy (eV): -7794.7135
Charge: +1
Orbital gap (eV): 10.237

Each line ends with the Mulliken charge.
CARTESIAN COORDINATES (ANGSTROEM)
C: -0.52 -2.59 -0.17  -0.093
C: 0.63 -1.53 1.04  -0.033
C: -1.43 -2.78 -1.19  -0.208
C: -1.17 -1.46 -0.85  0.190
C: -0.66 -0.13 -0.60  -0.244
C: 1.13 0.79 1.03  -0.834
N: 0.44 -0.41 0.45  0.184
H: -2.09 -3.25 -1.90  0.402
H: -0.17 0.11 -1.54  0.292
H: -1.33 0.66 -0.22  0.351
H: 1.96 0.52 1.81  0.327
H: 1.85 1.13 0.28  0.364
H: 0.38 1.62 1.24  0.301



Entry 4:
Density functional theory data (wB97M-V/def2-TZVPD) for a molecular structure, C31H29BClEuF4N6 in a non-equilibrium geometry.

Values from the calculation:
2S+1: 7
Lowest unoccupied orbital energy (spin up / spin down) (Ha): -0.059 / -0.017
⟨S²⟩: 12.106
ΔE to the lowest compared entry with this formula, charge and spin (kJ/mol): 0.00
Total energy (eV): -84962.1835
Charge: 0
Orbital gap (spin up / spin down) (eV): 6.261 / 7.438

Each line ends with the Mulliken charge.
CARTESIAN COORDINATES (ANGSTROEM)
Eu: 0.78 0.19 1.11  1.082
C: 0.09 -1.79 -2.24  -0.781
C: -0.55 -3.16 -1.98  -0.934
C: -1.44 -3.23 -0.77  0.694
C: -2.12 -4.40 -0.45  -1.068
C: -2.99 -4.42 0.65  -0.348
C: -3.11 -3.24 1.42  -0.965
C: -2.37 -2.13 1.03  0.027
N: -1.59 -2.11 -0.06  0.235
N: 1.34 -1.47 -1.42  0.877
C: 2.20 -2.65 -1.11  -1.354
C: 1.87 -3.23 0.24  0.649
C: 2.13 -4.59 0.49  -0.914
C: 2.11 -5.12 1.77  -0.495
C: 1.86 -4.26 2.82  -0.861
C: 1.61 -2.91 2.56  -0.172
N: 1.53 -2.42 1.29  0.882
C: 2.22 -0.51 -2.16  -0.944
C: 1.53 0.82 -2.45  0.020
C: 1.47 1.34 -3.76  -0.824
C: 0.85 2.58 -3.98  -0.427
C: 0.53 3.41 -2.86  -0.880
C: 0.56 2.74 -1.60  -0.322
N: 0.98 1.48 -1.40  0.863
H: 0.44 -1.74 -3.30  0.550
H: -0.63 -0.95 -2.20  -0.149
H: -1.23 -3.39 -2.83  0.667
H: 0.19 -4.00 -2.01  0.312
H: -1.86 -5.25 -1.07  0.440
H: -3.53 -5.34 0.90  0.394
H: -3.74 -3.29 2.33  0.388
H: -2.36 -1.23 1.65  0.312
H: 2.07 -3.43 -1.90  0.292
H: 3.29 -2.33 -1.18  0.540
H: 2.17 -5.22 -0.40  0.402
H: 2.34 -6.16 1.91  0.438
H: 1.86 -4.60 3.86  0.395
H: 1.31 -2.11 3.32  0.223
H: 3.18 -0.35 -1.56  0.438
H: 2.52 -0.90 -3.16  0.378
H: 1.73 0.70 -4.57  0.415
H: 0.60 2.89 -5.01  0.375
H: 0.12 4.44 -2.98  0.372
H: 0.33 3.28 -0.69  0.239
C: -5.12 2.88 -1.41  -0.427
C: -4.86 3.53 -0.19  -0.520
C: -3.71 3.28 0.55  -0.280
C: -2.80 2.34 0.04  -0.476
C: -3.02 1.69 -1.18  0.173
C: -4.17 2.06 -1.97  -0.657
N: -1.58 2.14 0.69  0.626
N: -1.45 2.98 1.65  -0.466
C: -0.22 3.37 2.12  -0.156
C: -0.27 4.61 2.80  -0.456
C: 0.93 5.27 2.97  -0.575
C: 2.14 4.65 2.76  -0.726
C: 2.17 3.39 2.13  -0.306
C: 1.02 2.69 1.88  0.803
H: -6.05 3.10 -1.98  0.338
H: -5.65 4.16 0.20  0.346
H: -3.45 3.80 1.50  0.356
H: -2.31 0.92 -1.44  0.487
H: -4.32 1.56 -2.95  0.297
H: -1.23 4.99 3.20  0.368
H: 0.93 6.25 3.41  0.354
H: 3.05 5.22 2.93  0.364
H: 3.16 2.96 1.97  0.427
Cl: -0.70 -0.36 3.40  -0.538
F: 4.64 1.20 2.12  -0.347
B: 3.89 0.10 1.77  0.424
F: 4.61 -1.04 1.73  -0.351
F: 2.77 -0.08 2.57  -0.350
F: 3.25 0.39 0.46  -0.192



Which value of charge does entry 3 give?
+1